{"formula": "C5H8O3", "method": "ωB97M-V/def2-TZVPD", "symbols": ["C", "C", "C", "C", "C", "H", "H", "H", "H", "H", "H", "H", "H", "O", "O", "O"], "xyz": [[0.56698, -0.48075, -1.86366], [-0.68034, -0.86933, -0.93944], [-0.57793, -0.54637, 0.45460], [-0.67135, -1.28980, 1.54843], [-0.36691, 0.96073, 0.59362], [1.69733, -1.48576, -0.68149], [0.46599, 0.49999, -1.83902], [0.81444, -0.98279, -2.60049], [-1.36990, -0.35237, -1.27252], [-0.60443, -1.73950, -1.32421], [-0.83381, -2.58246, 1.13055], [-0.28768, -0.95900, 2.51328], [0.41336, 0.49844, 2.04611], [1.85866, -0.63049, -1.10927], [0.29606, 1.40590, 1.74126], [-0.89448, 1.78166, -0.22368]], "forces_ev_per_a": [[0.4, 2.7, 10.3], [7.0, -0.1, 1.6], [1.2, 1.8, 1.4], [0.4, -4.6, -2.7], [-2.2, 4.5, -1.7], [0.8, 0.2, 0.2], [-0.1, 4.6, -1.7], [0.5, -4.5, -7.7], [-7.0, 4.6, -3.7], [-1.4, -7.2, -0.8], [0.5, 4.1, 2.3], [-0.9, -0.6, 0.1], [1.1, 0.4, 1.4], [-1.5, -0.6, 0.3], [-1.4, -1.7, -2.4], [2.5, -3.4, 3.2]], "mulliken_charge": [-0.752, -1.590, 0.573, -0.646, 0.692, 0.308, 0.394, 0.549, 0.522, 0.684, 0.210, 0.385, 0.196, -0.522, -0.422, -0.581], "homo_ev": -10.591, "e_above_lowest_ev": 5.840, "e_lumo_ev": 0.11, "homo_lumo_gap_ev": 10.70, "e_tot_ha": -420.8414}